Molecular formula: C32H37F6N5O5ReS
Method: DFT, the ωB97M-V functional and the def2-TZVPD basis

ORCA input file:
```
! RIJCOSX wB97M-V def2-TZVPD def2/J DEFGRID3
* xyz 2 2
Re -0.45690 0.41630 -0.70740
N -0.80700 2.27310 0.85590
C -2.25720 2.45230 0.96960
C -2.88470 1.08470 1.25510
N -2.33100 0.04630 0.35850
H -0.41740 1.95620 1.74410
H -0.35170 3.14140 0.58920
H -2.62930 2.86370 0.02820
H -2.53240 3.14560 1.77490
H -3.97070 1.14400 1.14460
H -2.65100 0.82080 2.29020
H -3.02860 -0.17660 -0.35760
H -2.19170 -0.84480 0.90770
C 7.16160 1.40000 -1.10990
C 6.62060 -0.02580 -1.21180
N 5.18870 -0.03480 -1.48940
C 4.35010 -0.21440 -0.45390
C 2.98420 -0.10710 -0.52040
C 2.17180 -0.33780 0.74730
O 2.76720 -0.59750 1.77570
O 0.89060 -0.23810 0.67630
C 2.38930 0.27140 -1.75740
O 1.17680 0.56830 -1.92570
C 3.28340 0.33620 -2.89560
C 2.74730 0.52130 -4.17160
C 3.55250 0.55870 -5.27530
F 2.94280 0.65360 -6.47540
C 4.95970 0.46560 -5.18240
C 5.48430 0.29710 -3.89810
C 4.68000 0.19540 -2.75420
N 5.78920 0.58310 -6.29150
C 5.25480 0.83290 -7.62880
C 6.40810 1.14290 -8.59350
N 7.46680 1.83340 -7.81960
C 8.12230 0.86400 -6.89630
C 7.05390 -0.11320 -6.37130
H 8.22710 1.36520 -0.89860
H 6.67220 1.93190 -0.29780
H 7.00270 1.95660 -2.03110
H 6.78200 -0.53500 -0.25860
H 7.14830 -0.59280 -1.98260
H 4.79090 -0.43650 0.50950
H 1.67830 0.59540 -4.28420
H 6.55230 0.21760 -3.78220
H 4.58090 1.69170 -7.59200
H 4.69030 -0.02150 -8.02330
H 6.05140 1.77280 -9.40890
H 6.84150 0.24120 -9.03100
H 7.01180 2.56970 -7.26380
H 8.16200 2.27750 -8.42940
H 8.59120 1.41650 -6.08030
H 8.89260 0.31280 -7.43770
H 7.35660 -0.49670 -5.40170
H 6.95910 -0.97820 -7.03970
C -0.58270 -1.60320 -1.47290
H 0.42020 -2.00480 -1.60620
H -1.10980 -1.63850 -2.42320
H -1.09490 -2.22890 -0.74790
C -1.15220 -3.45330 3.88560
S -0.57890 -2.28860 2.59160
O -1.74020 -2.19280 1.65720
C -0.74020 -0.81760 3.64280
C 0.39870 -0.09020 3.92900
C 0.30000 1.02560 4.74590
C -0.92650 1.40570 5.26730
C -2.06970 0.69370 4.94280
C -1.97840 -0.42120 4.12250
H -2.07130 -3.08710 4.33110
H -0.37280 -3.52870 4.63500
H -1.32890 -4.41510 3.41660
H 1.34370 -0.39680 3.50910
H 1.18140 1.60080 4.98080
H -0.99480 2.26040 5.92240
H -3.02950 1.00080 5.33100
H -2.86640 -0.98290 3.85900
F -2.54530 5.43750 -5.44660
C -2.35230 4.44600 -4.58210
C -3.43460 3.76260 -4.02380
F -4.67740 4.11770 -4.33200
C -3.21110 2.72180 -3.13710
F -4.24560 2.09180 -2.56520
C -1.91080 2.29150 -2.76260
O -1.76700 1.29410 -1.95650
C -0.85290 3.05260 -3.30910
F 0.40500 2.76530 -2.91020
C -1.05860 4.09100 -4.20350
F -0.01220 4.75750 -4.70020
*
```

Summary:
- LUMO (spin up / spin down) (eV) = -5.7 / -5.3
- HOMO-LUMO gap (spin up / spin down) (eV) = 6.6 / 6.7
- electronic energy (Ha) = -2966.71116

Mulliken atomic charge list, values in e, 4 entries:
1 Re 2.699
2 N -0.673
3 C -0.698
4 C 0.263